Here is a structure of composition C35H30CrN3O6P2SSe2 from OMol25. Energies are from ωB97M-V with the def2-TZVPD basis set.

Last column: Mulliken spin population.
Element x y z (Å)
Cr  -0.800  -3.258  1.026  3.919
O  -0.739  -8.106  4.620  0.006
C  -0.748  -7.176  3.848  0.002
C  0.472  -6.421  3.332  -0.009
O  1.629  -6.632  3.649  0.005
C  -0.066  -5.414  2.423  0.033
C  -1.465  -5.460  2.382  0.035
O  -2.123  -4.609  1.663  -0.069
C  -1.984  -6.542  3.216  -0.002
O  -3.135  -6.890  3.400  0.005
O  0.582  -4.533  1.732  -0.021
Se  4.506  1.024  -1.861  0.000
P  2.406  1.036  -1.819  0.002
C  1.817  2.600  -1.094  -0.001
C  2.468  3.034  0.061  0.000
C  2.138  4.248  0.634  0.000
C  1.154  5.046  0.062  0.000
C  0.507  4.624  -1.086  0.000
C  0.842  3.406  -1.666  0.000
C  1.712  0.920  -3.490  -0.001
C  1.954  1.955  -4.392  0.000
C  1.562  1.834  -5.713  0.000
C  0.955  0.664  -6.152  0.000
C  0.738  -0.378  -5.266  0.000
C  1.110  -0.251  -3.936  0.000
C  1.659  -0.316  -0.876  -0.004
C  0.381  -0.761  -0.507  0.104
N  0.575  -1.937  0.140  -0.084
N  1.872  -2.191  0.172  0.047
N  2.535  -1.236  -0.423  0.005
P  -1.321  -0.217  -0.622  -0.003
Se  -2.645  -1.632  0.285  0.016
C  -1.772  0.058  -2.357  -0.002
C  -2.213  -1.027  -3.110  0.008
C  -2.576  -0.847  -4.434  0.000
C  -2.508  0.414  -5.010  0.000
C  -2.077  1.499  -4.262  0.000
C  -1.713  1.322  -2.936  0.001
C  -1.489  1.378  0.210  -0.003
C  -0.539  1.809  1.127  0.001
C  -0.776  2.950  1.882  0.001
C  -1.953  3.661  1.717  0.001
C  -2.903  3.233  0.796  -0.002
C  -2.677  2.091  0.051  0.001
H  3.259  2.426  0.483  0.000
H  2.655  4.578  1.526  0.000
H  0.898  5.997  0.510  0.000
H  -0.254  5.244  -1.542  0.000
H  0.358  3.101  -2.583  0.000
H  2.478  2.843  -4.062  0.000
H  1.750  2.642  -6.407  0.000
H  0.661  0.563  -7.190  0.000
H  0.277  -1.296  -5.605  0.000
H  0.947  -1.072  -3.250  -0.001
H  -2.289  -2.002  -2.645  0.003
H  -2.922  -1.692  -5.014  0.000
H  -2.794  0.551  -6.045  0.000
H  -2.026  2.483  -4.708  0.000
H  -1.406  2.171  -2.342  0.000
H  0.373  1.243  1.265  -0.002
H  -0.037  3.279  2.599  0.000
H  -2.136  4.549  2.308  0.000
H  -3.827  3.783  0.672  0.000
H  -3.432  1.740  -0.641  0.000
C  -1.336  0.287  4.872  0.001
C  0.044  -0.344  4.795  0.001
S  0.199  -1.257  3.249  -0.027
O  -0.846  -2.334  3.322  0.032
C  1.787  -2.058  3.532  0.001
C  2.948  -1.101  3.314  -0.002
H  -1.437  0.868  5.790  0.000
H  -2.102  -0.487  4.861  0.001
H  -1.514  0.951  4.025  0.000
H  0.209  -1.054  5.608  -0.001
H  0.841  0.402  4.804  -0.001
H  1.793  -2.874  2.803  0.004
H  1.766  -2.499  4.529  -0.001
H  2.865  -0.603  2.348  0.001
H  3.884  -1.657  3.303  0.000
H  3.014  -0.345  4.098  0.000

Charge: -1
HOMO-LUMO gap (spin up / spin down): 5.949 / 6.160 eV
LUMO energy (spin up / spin down): 1.79 / 1.78 eV
Spin multiplicity: 5

=====

Here is a structure of composition C39H37CoN3OSb2 from OMol25. Energies are from ωB97M-V with the def2-TZVPD basis set.

Last column: Mulliken spin population.
Element x y z (Å)
Co  -0.099  -0.060  -0.829  1.169
C  0.495  1.657  1.806  0.028
C  1.935  2.153  1.616  -0.005
C  2.319  2.357  0.148  -0.001
Sb  2.476  0.408  -0.715  -0.106
C  3.051  0.705  -2.724  -0.014
C  3.040  -0.380  -3.603  0.000
C  3.402  -0.207  -4.933  -0.001
C  3.772  1.050  -5.391  -0.001
C  3.781  2.134  -4.523  0.000
C  3.421  1.964  -3.194  -0.001
C  4.246  -0.289  0.201  -0.020
C  5.377  -0.376  -0.609  0.004
C  6.602  -0.724  -0.059  0.001
C  6.707  -0.985  1.299  -0.003
C  5.585  -0.889  2.110  0.003
C  4.358  -0.544  1.566  0.011
Sb  0.042  -0.118  3.018  0.000
C  0.547  -1.521  1.417  -0.013
C  1.739  -2.234  1.266  0.009
C  1.958  -3.057  0.174  0.001
C  0.999  -3.175  -0.830  0.023
C  -0.237  -2.567  -0.660  -0.031
C  -0.478  -1.784  0.486  -0.008
C  1.865  -0.269  4.093  -0.001
C  2.336  -1.524  4.480  0.001
C  3.489  -1.642  5.241  0.000
C  4.175  -0.504  5.642  0.000
C  3.697  0.751  5.291  0.000
C  2.546  0.867  4.525  0.000
H  0.044  1.414  0.822  -0.009
H  -0.149  2.458  2.176  -0.001
H  2.650  1.469  2.075  -0.001
H  2.065  3.094  2.155  0.000
H  3.294  2.837  0.051  -0.001
H  1.582  2.962  -0.382  -0.001
H  2.769  -1.372  -3.254  0.001
H  3.404  -1.052  -5.608  0.000
H  4.059  1.185  -6.425  0.000
H  4.076  3.111  -4.881  0.000
H  3.442  2.818  -2.527  0.000
H  5.318  -0.180  -1.672  -0.001
H  7.475  -0.788  -0.695  0.000
H  7.663  -1.256  1.726  0.000
H  5.658  -1.079  3.173  0.000
H  3.513  -0.450  2.235  -0.008
H  2.508  -2.155  2.020  -0.003
H  2.892  -3.595  0.090  0.001
H  1.188  -3.793  -1.698  0.001
H  -1.048  -2.776  -1.349  -0.004
H  -1.498  -1.506  0.724  0.006
H  1.801  -2.427  4.203  0.000
H  3.842  -2.621  5.536  0.000
H  5.070  -0.594  6.243  0.000
H  4.214  1.642  5.623  0.000
H  2.186  1.859  4.276  0.001
O  0.116  1.121  -2.431  -0.005
H  0.652  0.897  -3.207  -0.001
H  -0.576  1.745  -2.679  0.002
N  -7.138  -0.068  -1.983  0.000
C  -8.427  0.080  -1.526  0.000
C  -9.666  -0.090  -2.140  0.000
C  -10.771  0.149  -1.354  0.000
C  -10.660  0.543  -0.004  0.000
C  -9.436  0.710  0.598  0.000
C  -8.298  0.475  -0.184  0.000
N  -6.969  0.573  0.151  -0.001
C  -6.314  0.249  -0.935  0.002
C  -4.863  0.225  -0.981  -0.004
C  -4.122  -0.246  -2.066  0.000
C  -2.746  -0.240  -2.000  0.001
N  -2.065  0.206  -0.935  -0.018
C  -2.779  0.661  0.117  0.000
C  -4.149  0.692  0.131  0.001
H  -6.870  -0.277  -2.929  0.000
H  -9.764  -0.396  -3.173  0.000
H  -11.757  0.031  -1.780  0.000
H  -11.565  0.715  0.561  0.000
H  -9.341  1.011  1.631  0.000
H  -4.595  -0.635  -2.956  0.000
H  -2.156  -0.611  -2.830  -0.001
H  -2.213  1.017  0.969  0.001
H  -4.691  1.064  0.988  0.000

Charge: +2
HOMO-LUMO gap (spin up / spin down): 5.391 / 6.522 eV
LUMO energy (spin up / spin down): -7.07 / -5.94 eV
Spin multiplicity: 2

=====

Here is a cluster of 2 separate species, C12H22N5O3 in total in a non-equilibrium geometry from OMol25. Energies are from ωB97M-V with the def2-TZVPD basis set.

Last column: Mulliken charge in e.
Element x y z (Å)
O  -4.266  1.368  -0.840  -0.268
O  2.244  -2.870  -2.093  -0.699
O  1.721  1.726  -0.377  -0.659
N  -4.951  2.328  -0.478  -0.127
C  3.170  -2.687  -1.302  0.612
C  2.482  0.836  -0.022  -0.054
C  -1.412  -0.294  -0.574  -0.421
C  -0.282  -1.036  -0.764  0.296
C  -1.481  -1.176  -2.613  -0.425
N  -2.154  -0.399  -1.737  0.098
N  3.524  1.144  0.759  -0.108
N  3.220  -1.622  -0.492  -0.080
N  -0.336  -1.587  -2.030  0.098
C  4.287  -3.697  -1.184  -1.229
C  4.521  0.282  1.397  -1.008
C  -5.455  2.222  2.544  -1.171
C  -4.301  3.208  0.505  -0.343
C  -4.116  2.526  1.870  -0.193
C  0.897  -1.134  0.165  -0.953
C  2.171  -0.590  -0.518  0.565
H  -1.647  0.308  0.297  0.417
H  -1.800  -1.425  -3.622  0.421
H  -3.043  0.071  -1.904  0.262
H  3.590  2.133  0.958  0.291
H  4.006  -1.521  0.130  0.057
H  0.404  -2.174  -2.430  0.330
H  4.398  -4.005  -0.145  0.360
H  5.218  -3.259  -1.542  0.316
H  4.043  -4.569  -1.790  0.357
H  5.103  0.870  2.110  0.354
H  5.212  -0.118  0.652  0.324
H  4.034  -0.528  1.944  0.363
H  -6.044  1.525  1.939  0.326
H  -5.286  1.769  3.526  0.357
H  -6.033  3.141  2.681  0.316
H  -4.901  4.117  0.625  0.340
H  -3.320  3.509  0.124  0.330
H  -3.544  1.601  1.756  0.040
H  -3.538  3.190  2.521  0.347
H  1.019  -2.182  0.446  0.418
H  0.691  -0.574  1.081  0.309
H  1.949  -0.426  -1.573  0.433

Charge: +1
HOMO-LUMO gap: 8.988 eV
LUMO energy: -3.14 eV